Below is the molecule CH3IS2 at a distorted geometry, with properties calculated with ωB97M-V/def2-TZVPD.

ORCA input file:
```
! wB97M-V def2-TZVPD RIJCOSX def2/J DEFGRID3
* xyz 0 1
C -0.25850 0.84464 0.22538
S 1.40801 -1.54042 -0.21113
S 0.80822 -0.24495 1.24585
I -2.56825 -0.26534 0.04266
H -0.23745 1.73033 0.75239
H 0.20617 0.74033 -0.72359
H 0.73739 -2.81052 0.17559
*
```

Results
HOMO = -9.076 eV
Energy relative to the best compared isomer or geometry (same formula, charge and spin) = 28.0 kcal/mol
Frontier orbital gap = 8.0 eV
SMILES = SSCI


Below is a structure of composition C45H49ClF6N6O7Ta at a distorted geometry, with properties calculated with ωB97M-V/def2-TZVPD.

ORCA input file:
```
! wB97M-V def2-TZVPD RIJCOSX def2/J DEFGRID3
* xyz 1 1
Ta 0.60343 -0.60316 0.09917
C 1.47504 1.11459 5.48746
C 2.10813 0.90389 4.10186
C 3.36891 1.77214 3.99934
C 2.42158 -0.56981 3.89295
C 3.42600 -1.12153 4.67476
C 3.80329 -2.44323 4.54094
C 3.14186 -3.24117 3.63048
C 2.11379 -2.74770 2.83584
C 1.34492 -3.74479 1.99330
C 0.65466 -4.77023 2.90537
C 2.25331 -4.48440 1.00871
C 1.75851 -1.39144 2.94765
N 0.67057 -0.81763 2.17889
C -0.34280 -0.40771 3.01798
O -0.50392 -0.86396 4.13226
C -1.30220 0.64846 2.55090
C -2.47232 0.74725 3.29739
C -3.35283 1.77206 3.03885
C -3.02659 2.65430 2.03148
C -1.84033 2.48787 1.31742
N -0.97265 1.48805 1.56924
C -1.63798 3.60441 0.33241
O -2.36632 4.58332 0.37190
N -0.58029 3.68640 -0.49630
C -0.29322 4.26173 -1.59984
C 0.98496 4.98622 -1.67098
C 1.26272 5.67760 -2.81609
C 0.36857 5.66776 -3.89428
C -0.82343 4.93871 -3.87276
C -1.17275 4.19229 -2.78145
C -2.42888 3.37295 -2.75756
C -2.64974 2.61808 -4.07521
C -3.62473 4.30513 -2.47710
C 1.85980 5.00147 -0.45924
C 1.27442 5.99271 0.57186
C 3.31132 5.36985 -0.75990
H 1.19230 2.16122 5.61646
H 2.18469 0.85056 6.27164
H 0.59118 0.49507 5.60863
H 1.40517 1.23857 3.33442
H 4.04521 1.57852 4.83062
H 3.09083 2.82701 4.03139
H 3.91129 1.58287 3.07490
H 3.93102 -0.50083 5.40244
H 4.60236 -2.84910 5.14682
H 3.41028 -4.28694 3.55442
H 0.58637 -3.21071 1.41925
H 1.37443 -5.50942 3.25799
H -0.13252 -5.29329 2.35965
H 0.21575 -4.29222 3.78043
H 2.99581 -5.08820 1.53007
H 2.78537 -3.77467 0.38337
H 1.65422 -5.14275 0.37748
H -2.63691 0.03051 4.08789
H -4.24738 1.90218 3.63137
H -3.65278 3.50133 1.79381
H 2.18443 6.23452 -2.90130
H 0.61733 6.23334 -4.78369
H -1.45562 4.94316 -4.74918
H -2.36098 2.64223 -1.94792
H -2.94758 3.30287 -4.86839
H -3.44708 1.88858 -3.94420
H -1.74596 2.09500 -4.38704
H -3.70238 5.06627 -3.25375
H -3.51658 4.79954 -1.51506
H -4.54242 3.71845 -2.46649
H 1.81460 4.00253 -0.02023
H 1.26260 7.00156 0.15813
H 1.90115 5.98674 1.46203
H 0.26051 5.72147 0.85998
H 3.40165 6.42729 -1.01242
H 3.70910 4.77233 -1.57894
H 3.91875 5.18494 0.12430
O 0.98249 -0.58740 -2.24228
Cl 0.44839 0.77568 -2.10235
O 1.09942 1.58938 -3.11370
O -1.03961 -0.39452 -0.30386
O 1.00726 1.22394 -0.77436
N -2.28515 -2.75259 -1.19836
C -1.09197 -2.85381 -1.86657
C -1.18680 -3.02743 -3.26193
C -0.06666 -3.34529 -3.98789
C 1.14636 -3.49010 -3.31747
C 1.17461 -3.20199 -1.97664
N 0.09634 -2.86899 -1.24333
C -2.63424 -2.84806 0.14234
C -3.99482 -3.04352 0.42427
C -4.38336 -3.25851 1.72724
C -3.41537 -3.23813 2.72416
C -2.10747 -2.99607 2.35332
N -1.71475 -2.81160 1.09170
H -3.08164 -2.67732 -1.80748
H -2.14662 -2.92250 -3.75138
H -0.13102 -3.50082 -5.05604
H 2.04660 -3.78065 -3.83788
H 2.10986 -3.22827 -1.43837
H -4.72038 -3.05552 -0.37959
H -5.42101 -3.44895 1.96595
H -3.66976 -3.40806 3.76016
H -1.33242 -2.94508 3.10434
C 4.24695 -0.91420 -1.65362
C 3.79152 -0.67950 -0.21046
O 2.48617 -1.10473 0.04228
C 3.96331 0.84123 0.14124
F 3.03173 1.23099 1.04610
F 3.84499 1.62905 -0.93872
F 5.14605 1.14866 0.68303
C 4.77083 -1.43758 0.72879
F 4.60676 -1.08675 2.00590
F 4.57619 -2.75897 0.64047
F 6.05401 -1.20795 0.40482
H 4.34992 -1.98454 -1.82591
H 5.20269 -0.42721 -1.83585
H 3.50043 -0.52259 -2.33817
*
```

Results
HOMO = -10.167 eV
Energy relative to the best compared isomer or geometry (same formula, charge and spin) = 14.5 kcal/mol
Frontier orbital gap = 3.7 eV


Below is a cluster of 16 separate species, H32O16 in total at a distorted geometry, with properties calculated with ωB97M-V/def2-TZVPD.

ORCA input file:
```
! wB97M-V def2-TZVPD RIJCOSX def2/J DEFGRID3
* xyz 0 1
O 1.69594 -2.50356 0.59323
H 2.17594 -2.04956 -0.08977
H 1.79394 -3.42656 0.43423
O 0.38494 2.64444 -0.68577
H 0.51794 1.90644 -0.15377
H 0.68894 3.42044 -0.23577
O -1.07206 2.44444 1.89023
H -1.48506 1.59644 1.63923
H -1.72806 2.82744 2.48423
O -1.03506 -3.80756 0.81023
H -0.78906 -3.07756 0.21323
H -1.95706 -3.85456 0.89523
O 2.86494 1.29444 0.43623
H 2.13294 1.38444 0.99223
H 3.58694 1.19444 1.03823
O -0.35106 1.26444 -2.95377
H 0.30394 1.59044 -3.54277
H -0.12306 1.80344 -2.23377
O -1.46406 -1.29056 -1.46277
H -0.62606 -0.86656 -1.71077
H -2.06106 -0.56456 -1.63577
O 0.03694 0.24244 0.44123
H 0.73894 -0.13656 -0.11877
H -0.83706 -0.14456 0.21823
O -4.22206 -1.85856 -0.32777
H -3.63806 -2.46056 -0.81577
H -3.62506 -1.08956 -0.18277
O 2.56394 2.01044 -2.23777
H 2.46394 1.63944 -1.34477
H 1.95094 2.72544 -2.35177
O -2.82306 0.26644 1.04423
H -3.52206 0.92244 0.76523
H -2.83706 0.19144 2.00123
O -1.27006 -1.64656 2.89623
H -0.40606 -1.23656 2.91723
H -1.26006 -2.31156 2.22623
O 4.17094 -1.14056 -0.46177
H 4.46294 -1.38356 0.42623
H 3.48294 -0.49256 -0.41277
O 1.15294 -0.56056 2.60223
H 1.39894 -1.48756 2.56123
H 0.59294 -0.28356 1.86723
O -2.30706 2.72544 -0.91977
H -1.48206 2.68144 -0.47277
H -2.79506 3.32044 -0.38877
O 1.60794 -0.78656 -1.85877
H 1.41894 -1.61356 -2.35377
H 1.52694 -0.02256 -2.44077
*
```

Results
HOMO = -10.837 eV
Energy relative to the best compared isomer or geometry (same formula, charge and spin) = 104.2 kcal/mol
Frontier orbital gap = 10.8 eV


Below is the molecule C16H23NO4S, with properties calculated with ωB97M-V/def2-TZVPD.

ORCA input file:
```
! wB97M-V def2-TZVPD RIJCOSX def2/J DEFGRID3
* xyz 0 1
C -0.85848 -4.02267 0.95240
H -1.75975 -4.56738 0.67553
O -0.45533 -3.34037 -0.21295
C 0.64109 -2.54437 -0.15759
C 0.96773 -1.88460 -1.34690
C 2.03465 -1.01327 -1.38540
C 2.79704 -0.81850 -0.24823
C 2.51383 -1.49451 0.92003
C 1.43188 -2.35436 0.97435
H 1.21158 -2.86270 1.89869
H 3.13917 -1.34328 1.78475
S 4.14294 0.35972 -0.28125
O 4.26808 0.86186 -1.62824
O 5.30926 -0.22623 0.32461
C 3.59278 1.75060 0.76928
C 2.35623 2.35716 0.14258
H 2.47089 2.34577 -0.94308
H 2.23014 3.39392 0.46770
C 1.10402 1.58923 0.56064
O 1.04465 0.93829 1.58427
N 0.06848 1.71547 -0.29014
H 0.15876 2.29873 -1.10685
C -1.22456 1.10396 -0.04879
C -1.77333 0.48965 -1.33318
C -3.10962 -0.19347 -1.05719
C -4.11070 0.80363 -0.48110
C -3.56040 1.44011 0.79180
C -2.22126 2.11874 0.51862
H -1.81901 2.54437 1.43950
H -2.35918 2.93031 -0.20061
H -4.27139 2.17145 1.18069
H -3.42236 0.66929 1.55266
H -5.05455 0.29984 -0.26512
H -4.31028 1.58383 -1.21933
H -3.50099 -0.62388 -1.98067
H -2.95464 -1.00877 -0.34789
H -1.05567 -0.23075 -1.72635
H -1.91340 1.27784 -2.07799
H -1.04704 0.31985 0.69473
H 4.43281 2.43812 0.80637
H 3.38310 1.34831 1.75682
H 2.30139 -0.48317 -2.28619
H 0.36670 -2.07913 -2.22147
H -1.08941 -3.32623 1.76416
H -0.09584 -4.73242 1.28638
*
```

Results
HOMO = -9.006 eV
Energy relative to the best compared isomer or geometry (same formula, charge and spin) = 8.8 kcal/mol
Frontier orbital gap = 9.7 eV
SMILES = COc1ccc(S(=O)(=O)CCC(=O)NC2CCCCC2)cc1


Below is a structure of composition AlBH18O7 at a distorted geometry, with properties calculated with ωB97M-V/def2-TZVPD.

ORCA input file:
```
! wB97M-V def2-TZVPD RIJCOSX def2/J DEFGRID3
* xyz 2 1
Al 0.55017 2.36486 2.04164
B 0.14688 0.18651 -0.19561
H 0.46110 1.19444 -0.41831
H 1.03223 -0.42242 -0.29353
H -0.31668 0.14899 0.77801
H -0.63552 -0.12985 -0.86792
O 2.96616 0.56526 1.75860
H 3.36111 0.21726 0.95914
H 3.20822 -0.06299 2.43900
O 1.96445 -1.51578 -2.36021
H 1.63490 -1.35622 -1.47581
H 2.91635 -1.46252 -2.27485
O -2.40919 2.02885 1.42183
H -2.80406 1.30884 0.93000
H -3.14452 2.44204 1.87437
O 0.44985 -0.52246 3.08915
H 1.06815 -0.98494 2.52342
H -0.13010 -1.20762 3.42147
O 0.86458 1.50563 -2.76616
H 0.61684 1.15440 -1.91089
H 1.33371 0.78886 -3.19321
O -1.61541 -1.95690 0.65045
H -1.21112 -1.23367 0.17117
H -1.37870 -2.73813 0.15056
O -2.99481 0.23322 -2.34668
H -3.70581 -0.38438 -2.17555
H -2.22871 -0.16131 -1.92995
*
```

Results
HOMO = -18.290 eV
Energy relative to the best compared isomer or geometry (same formula, charge and spin) = 45.5 kcal/mol
Frontier orbital gap = 3.3 eV


Below is a structure of composition C20H36F6N2O19RbSn at a distorted geometry, with properties calculated with ωB97M-V/def2-TZVPD.

ORCA input file:
```
! wB97M-V def2-TZVPD RIJCOSX def2/J DEFGRID3
* xyz -1 1
Sn -9.46310 11.25052 13.87816
Rb -12.80826 10.45879 16.73652
C -12.38927 10.06181 13.01618
O -11.98368 10.43998 11.72282
O -11.59083 10.71633 13.89754
C -13.89636 10.36491 13.27138
F -14.42479 9.92569 14.44648
F -14.20623 11.65016 13.13157
F -14.68110 9.74095 12.29354
C -12.45093 9.57838 10.67895
C -11.21804 9.35513 9.79994
H -11.36499 8.71492 8.90927
H -10.88290 10.30586 9.29690
H -10.43745 8.96801 10.47030
H -13.28987 10.09897 10.14371
H -12.85190 8.67390 11.12033
H -12.21747 8.94493 13.16116
C -8.36303 11.31385 11.23330
O -6.99722 11.12868 11.59717
O -9.24880 10.60570 12.00028
C -8.68343 12.84360 11.16856
F -7.67569 13.54887 10.63418
F -9.86219 13.20815 10.58279
F -8.67824 13.23581 12.54279
C -6.03136 11.03348 10.58406
C -4.75682 10.95885 11.34693
H -4.60794 11.68541 12.14526
H -4.63603 9.94910 11.77436
H -3.84228 11.20235 10.78367
H -6.03397 11.83148 9.80607
H -6.16529 10.14649 10.02119
H -8.50680 10.95804 10.14771
N -14.87603 13.17826 17.38007
O -15.02826 12.00710 16.87507
O -14.95121 13.42041 18.68399
O -14.65558 14.14110 16.59202
N -10.59107 7.98883 17.18208
O -10.04918 9.11070 16.83294
O -9.89964 7.00142 17.46435
O -11.83558 7.87587 17.39299
C -11.37793 5.13813 14.38853
C -10.95614 6.45054 13.84398
O -9.52665 6.45988 14.09295
C -8.91657 7.60575 13.91786
O -9.44115 8.55892 13.32666
O -7.68765 7.64980 14.42308
C -6.99107 6.44792 14.91194
H -12.46570 5.05531 14.29838
H -10.98485 5.13380 15.38136
H -10.98266 4.32596 13.80066
H -11.32211 7.42341 14.33407
H -11.13610 6.56366 12.75567
H -6.19663 6.84120 15.49599
H -6.74698 5.81368 14.05969
H -7.68500 5.89609 15.58837
C -9.08578 11.27388 19.53014
C -8.22630 12.31376 18.81134
O -8.92497 13.49928 18.63870
C -9.87349 13.59074 17.73362
O -10.18558 12.68307 16.97973
O -10.39888 14.80194 17.76649
C -11.58065 14.99112 16.86824
H -9.96237 11.01032 18.89783
H -9.44553 11.55380 20.54454
H -8.45124 10.38647 19.63226
H -8.07268 11.85311 17.82996
H -7.28148 12.58915 19.27953
H -11.43790 15.88564 16.26098
H -12.41308 15.13707 17.55043
H -11.81126 14.14181 16.26054
C -4.31832 9.46019 17.05110
C -4.88661 9.30635 15.66390
O -4.47309 10.43433 14.81677
C -5.35127 11.43012 14.89520
O -6.42257 11.51243 15.38087
O -4.72003 12.43961 14.28011
C -5.78977 13.38663 13.85476
H -4.77492 8.69828 17.71229
H -4.73721 10.41932 17.45620
H -3.22526 9.49785 17.03326
H -5.96538 9.20254 15.64998
H -4.30470 8.47984 15.22340
H -6.11299 13.90723 14.76611
H -6.57161 12.80515 13.38654
H -5.32958 14.09617 13.14806
*
```

Results
HOMO = -5.668 eV
Frontier orbital gap = 7.8 eV


Below is a structure of composition C9H20LiN4O9 at a distorted geometry, with properties calculated with ωB97M-V/def2-TZVPD.

ORCA input file:
```
! wB97M-V def2-TZVPD RIJCOSX def2/J DEFGRID3
* xyz -1 1
Li -1.53714 -0.86944 -2.78877
C 3.28946 0.25042 -1.21306
C 2.54694 1.51796 -0.61295
C 1.25323 1.17473 0.28633
C 1.55380 0.71837 1.73849
N 0.30548 0.04163 2.44767
C -0.80016 1.04381 2.86426
C -1.87916 1.08078 1.70240
C -1.65439 -0.24846 0.96390
C -0.42828 -1.01527 1.56745
C 0.86381 -0.57317 3.78769
H 4.22454 0.63870 -1.61674
H 2.71340 -0.16839 -2.03820
H 3.41448 -0.54833 -0.48198
H 2.24405 2.10470 -1.48018
H 3.23840 2.09513 0.00094
H 0.62881 0.46226 -0.25274
H 0.57795 2.02659 0.36649
H 1.90627 1.54591 2.35415
H 2.38251 0.01032 1.74231
H -1.25207 0.65229 3.77562
H -0.32843 1.99680 3.10381
H -2.90368 1.27536 2.01957
H -1.46464 1.90884 1.12742
H -2.48449 -0.94376 1.08879
H -1.53884 -0.00815 -0.09297
H -0.79751 -1.82233 2.20023
H 0.31486 -1.44026 0.89273
H 1.49401 -1.41468 3.49993
H -0.03794 -1.02559 4.20033
H 1.39416 0.11446 4.44646
N -1.61222 1.74337 -3.23874
O -1.74892 2.92503 -3.59960
O -2.10522 0.84022 -3.83992
O -1.02912 1.50089 -2.18676
N -3.29913 -2.68098 -2.42375
O -3.32157 -1.64461 -1.78275
O -4.06304 -3.64037 -2.31591
O -2.67053 -2.67917 -3.44744
N 0.67969 -1.75930 -3.20045
O 0.08509 -1.82066 -2.14128
O 0.02279 -1.20038 -4.06097
O 1.82269 -2.16521 -3.36165
*
```

Results
HOMO = -4.764 eV
Energy relative to the best compared isomer or geometry (same formula, charge and spin) = 39.8 kcal/mol
Frontier orbital gap = 6.1 eV


The highest frontier orbital gap belongs to which entry? H32O16


What is the frontier orbital gap in the third record? 10.8 eV